C37H50BrCl2FeIN4O3S2Si | the ωB97M-V functional and the def2-TZVPD basis

charge: -2
energy above the lowest of the compared OMol25 structures with the same formula, charge and spin: 0.0 kcal/mol
M: 1024.61 g/mol
frontier orbital gap (spin up / spin down): 4.44 / 4.41 eV

XYZ file:
```
102
Properties=species:S:1:pos:R:3:forces:R:3
Fe -1.096 1.033 1.253 -0.365 -0.090 0.121
S 0.302 2.799 1.415 0.126 0.078 0.015
C -0.770 4.153 1.703 0.125 -0.016 -0.008
C -0.247 5.418 1.994 -0.019 0.015 -0.006
C -1.065 6.517 2.206 -0.003 0.018 0.004
C -2.447 6.366 2.132 0.003 0.026 0.007
C -2.982 5.119 1.849 0.004 0.002 -0.007
C -2.170 4.001 1.629 -0.090 -0.005 -0.003
S -2.869 2.443 1.245 -0.029 0.028 0.010
H 0.831 5.523 2.051 0.003 0.000 0.002
H -0.627 7.484 2.431 0.002 0.016 0.005
H -3.105 7.213 2.299 -0.006 0.017 0.005
H -4.057 4.988 1.791 -0.005 -0.004 -0.001
Cl -4.959 -2.905 -2.584 -0.056 -0.095 0.073
C -5.661 -4.301 -1.827 -0.023 -0.357 -0.213
C -5.899 -5.424 -2.623 0.127 0.441 0.269
C -6.349 -6.594 -2.038 -0.073 -0.085 0.170
C -6.566 -6.649 -0.668 0.077 0.444 0.057
C -6.361 -5.501 0.100 -0.142 -0.494 -0.119
Cl -6.676 -5.595 1.807 0.025 -0.001 -0.105
C -5.917 -4.293 -0.445 0.046 0.269 -0.090
N -5.694 -3.186 0.386 -0.119 -0.262 -0.046
C -6.240 -1.932 0.111 -0.140 0.110 -0.074
C -7.383 -1.790 -0.676 0.050 -0.006 0.006
C -7.897 -0.532 -0.953 -0.014 0.037 -0.003
C -7.282 0.600 -0.441 -0.010 -0.035 -0.007
C -6.170 0.455 0.381 -0.004 -0.002 0.000
C -5.648 -0.794 0.689 0.020 -0.001 0.017
C -4.495 -0.909 1.658 0.011 0.069 0.017
C -3.195 -1.388 0.996 0.256 0.420 -0.019
O -3.075 -2.629 0.797 -0.068 -0.300 -0.133
O -2.351 -0.530 0.671 -0.007 -0.410 0.025
H -5.699 -5.368 -3.685 0.012 0.009 0.023
H -6.523 -7.471 -2.650 0.010 0.008 0.018
H -6.907 -7.555 -0.188 0.005 0.018 0.002
H -4.720 -3.139 0.731 0.282 0.023 0.046
H -7.855 -2.674 -1.091 -0.025 -0.001 -0.005
H -8.776 -0.442 -1.581 0.000 0.001 0.000
H -7.662 1.588 -0.670 0.002 -0.010 0.001
H -5.675 1.328 0.793 0.018 0.001 -0.002
H -4.756 -1.620 2.448 0.008 -0.009 0.000
H -4.308 0.068 2.105 0.015 -0.001 -0.006
C -1.017 -4.787 -0.414 -0.040 0.013 -0.017
N -0.318 -3.529 -0.540 -0.105 0.013 -0.046
C 0.121 -2.791 0.631 -0.028 0.043 0.097
C 0.153 -1.369 0.089 0.036 0.126 0.456
O 0.395 -0.408 0.803 0.141 -0.053 -0.394
N -0.199 -1.363 -1.229 -0.139 -0.052 -0.201
C -0.602 -2.591 -1.476 0.164 0.099 0.207
N -1.242 -2.917 -2.634 -0.160 -0.012 -0.094
H -0.422 -5.459 0.205 -0.017 0.008 0.012
H -1.122 -5.254 -1.394 0.022 -0.021 -0.020
H -2.002 -4.648 0.041 0.002 0.028 0.032
H 1.094 -3.114 1.004 0.010 0.003 -0.013
H -0.619 -2.830 1.434 0.009 0.000 -0.037
H -1.567 -2.079 -3.095 0.035 0.007 -0.008
H -1.990 -3.586 -2.518 0.030 -0.032 -0.026
C 6.934 0.457 -1.721 -0.003 0.005 0.015
C 5.496 0.782 -2.147 -0.034 -0.003 -0.029
C 5.549 1.803 -3.293 0.004 -0.005 0.005
C 4.879 -0.493 -2.746 0.005 -0.004 0.005
Si 4.432 1.470 -0.679 -0.018 0.063 0.186
Br 2.317 1.353 -1.352 -0.037 -0.048 -0.215
C 4.770 3.338 -0.338 0.022 0.004 -0.022
C 4.131 4.234 -1.413 0.012 -0.002 0.008
C 6.273 3.647 -0.267 0.006 -0.009 -0.008
C 4.131 3.768 0.992 -0.018 -0.021 -0.020
C 4.529 0.374 0.896 -0.023 0.010 -0.009
C 3.330 0.624 1.831 0.015 -0.011 -0.039
C 5.824 0.607 1.689 -0.037 0.003 0.024
C 4.459 -1.111 0.507 0.046 -0.014 0.003
H 7.514 0.158 -2.603 0.007 -0.001 -0.006
H 6.968 -0.373 -1.014 0.004 0.010 0.014
H 7.443 1.308 -1.265 -0.002 0.008 0.001
H 6.072 1.353 -4.146 0.009 -0.005 -0.008
H 6.085 2.712 -3.023 -0.006 0.000 -0.001
H 4.547 2.080 -3.626 -0.002 -0.002 0.002
H 5.477 -0.797 -3.614 0.015 -0.005 -0.007
H 3.857 -0.324 -3.081 -0.003 0.008 -0.002
H 4.867 -1.326 -2.047 -0.007 0.011 -0.006
H 4.468 4.012 -2.424 0.006 0.000 -0.011
H 4.393 5.276 -1.196 -0.003 0.003 0.005
H 3.045 4.151 -1.391 -0.004 -0.005 0.000
H 6.778 3.498 -1.223 0.009 0.000 -0.007
H 6.786 3.042 0.483 0.001 -0.014 0.011
H 6.407 4.699 0.012 0.001 0.002 0.005
H 3.063 3.536 1.035 -0.003 -0.014 0.023
H 4.237 4.856 1.090 0.003 0.003 0.000
H 4.621 3.317 1.854 -0.013 -0.027 0.022
H 3.325 1.616 2.274 -0.013 0.076 -0.009
H 3.371 -0.098 2.654 0.008 0.017 -0.009
H 2.369 0.480 1.336 0.111 0.008 0.068
H 5.877 1.620 2.091 0.002 -0.011 -0.006
H 6.727 0.427 1.101 0.033 -0.010 -0.038
H 5.844 -0.079 2.543 0.000 -0.001 0.000
H 3.588 -1.323 -0.116 -0.015 0.004 0.012
H 4.363 -1.707 1.421 -0.005 0.005 0.007
H 5.357 -1.451 -0.014 -0.001 -0.016 -0.014
I 0.344 -0.715 4.098 0.033 -0.092 0.070
C -1.237 0.589 3.138 -0.050 0.056 -0.084
H -1.159 1.456 3.795 0.024 -0.005 0.062
H -2.111 0.007 3.441 -0.068 -0.007 0.008
```
Positions in Å, forces in eV/Å.

=====

C37H50IrN5OPSSiTe | the ωB97M-V functional and the def2-TZVPD basis

⟨S²⟩: 0.7571
charge: +2
M: 991.78 g/mol
multiplicity: 2
frontier orbital gap (spin up / spin down): 5.91 / 3.46 eV

XYZ file:
```
98
Properties=species:S:1:pos:R:3:forces:R:3
Ir -0.103 0.202 0.420 4.570 1.884 0.993
N 1.677 1.548 4.472 0.206 0.160 -0.209
C 1.339 1.276 3.208 -0.716 -1.558 -0.467
S 0.814 -0.357 2.879 -1.414 0.385 -1.420
N 1.405 2.206 2.304 0.677 1.940 0.024
N 0.999 1.974 1.067 -1.391 -1.117 -0.457
C 1.266 2.902 0.164 -0.004 -0.491 1.547
C 0.966 2.686 -1.199 -0.346 -0.539 -1.023
C 1.358 3.593 -2.209 -0.042 -0.337 0.378
C 1.159 3.272 -3.531 -0.211 -0.209 -0.050
C 0.536 2.061 -3.843 0.017 0.155 0.252
C 0.127 1.242 -2.800 0.021 -0.045 -0.645
N 0.339 1.525 -1.522 -0.852 -0.202 1.443
H 1.794 0.796 5.129 -0.114 -0.004 0.036
H 2.055 2.452 4.703 0.033 0.021 -0.064
H 1.767 3.807 0.480 0.064 -0.071 0.126
H 1.842 4.513 -1.930 0.085 0.129 0.081
H 1.476 3.943 -4.316 0.061 0.042 -0.021
H 0.400 1.754 -4.868 -0.068 -0.067 -0.087
H -0.338 0.289 -3.012 -0.020 -0.113 0.061
O -2.082 -0.691 -1.461 -0.087 -0.449 -0.299
N -0.855 -1.183 -0.988 -0.958 -1.490 1.203
C -0.701 -2.477 -1.049 -0.700 1.362 -0.349
C 0.506 -3.222 -0.891 1.177 -0.651 0.612
C 0.414 -4.603 -1.164 -0.341 0.494 -0.026
C 1.515 -5.425 -1.136 0.330 -0.070 0.028
C 2.768 -4.891 -0.856 -0.272 -0.135 -0.086
C 2.886 -3.544 -0.575 -0.192 0.132 -0.196
C 1.775 -2.703 -0.556 0.042 -0.218 0.079
P 2.118 -0.983 -0.085 -0.187 0.713 -0.048
C 3.200 -1.122 1.368 0.141 -0.120 -0.106
C 3.295 -2.277 2.141 0.145 0.207 -0.235
C 4.147 -2.306 3.231 0.036 0.052 0.108
C 4.884 -1.183 3.576 -0.038 0.002 -0.034
C 4.749 -0.013 2.840 0.011 -0.023 0.094
C 3.911 0.020 1.744 -0.228 -0.191 -0.143
C 3.291 -0.559 -1.420 0.067 -0.121 0.225
C 2.791 -0.487 -2.717 0.073 0.062 0.196
C 3.644 -0.301 -3.787 -0.005 0.002 -0.109
C 5.012 -0.211 -3.573 -0.015 0.010 0.020
C 5.516 -0.301 -2.287 0.082 0.074 -0.106
C 4.665 -0.464 -1.208 -0.078 0.005 -0.098
H -2.722 -1.422 -1.563 0.210 -0.050 0.156
H -1.570 -3.082 -1.321 0.062 0.170 -0.351
H -0.549 -5.017 -1.422 -0.142 -0.080 -0.018
H 1.408 -6.477 -1.345 -0.027 -0.113 -0.034
H 3.644 -5.520 -0.857 0.078 -0.090 0.009
H 3.860 -3.127 -0.358 0.022 -0.032 -0.006
H 2.711 -3.152 1.898 -0.017 -0.054 0.031
H 4.234 -3.210 3.813 0.017 -0.091 0.082
H 5.563 -1.218 4.413 0.040 -0.001 0.107
H 5.302 0.872 3.118 0.083 0.080 0.030
H 3.799 0.931 1.169 0.064 0.086 -0.001
H 1.730 -0.601 -2.878 -0.083 -0.097 -0.082
H 3.249 -0.241 -4.790 -0.030 -0.020 -0.119
H 5.683 -0.083 -4.407 0.077 0.019 -0.119
H 6.581 -0.252 -2.123 0.115 0.030 0.022
H 5.080 -0.535 -0.214 0.021 -0.050 -0.064
C -1.803 1.454 3.492 -0.197 -0.393 -0.534
Si -2.205 0.461 1.897 0.213 0.375 -0.270
C -2.883 -1.317 2.553 0.348 1.140 -0.612
C -1.882 -1.987 3.488 -0.078 0.043 -0.083
C -3.193 -2.282 1.415 0.012 0.118 0.160
C -4.158 -1.036 3.342 0.050 -0.138 -0.067
C -3.538 1.633 0.960 0.471 -0.823 0.542
C -4.424 0.851 -0.001 0.047 0.113 0.025
C -4.456 2.293 1.989 0.010 0.050 -0.188
C -2.791 2.726 0.201 -0.051 -0.299 0.108
H -2.718 1.751 3.995 -0.191 0.075 0.041
H -1.237 2.354 3.271 0.072 0.217 -0.066
H -1.224 0.863 4.191 0.040 -0.083 0.078
H -0.929 -2.183 3.001 0.025 -0.117 -0.036
H -2.291 -2.945 3.812 -0.081 -0.140 0.061
H -1.700 -1.393 4.379 0.097 0.068 0.079
H -2.274 -2.583 0.919 0.162 -0.100 -0.126
H -3.879 -1.853 0.691 -0.144 0.051 -0.206
H -3.658 -3.180 1.819 -0.083 -0.195 0.009
H -3.994 -0.314 4.134 -0.009 0.165 0.150
H -4.486 -1.962 3.812 -0.150 -0.138 0.094
H -4.963 -0.686 2.704 -0.188 0.088 -0.073
H -5.011 0.105 0.528 -0.100 -0.119 -0.045
H -3.840 0.368 -0.778 -0.056 -0.134 0.025
H -5.126 1.534 -0.486 -0.184 0.093 -0.077
H -4.946 1.565 2.627 -0.061 -0.051 0.151
H -5.238 2.836 1.459 -0.189 0.155 -0.043
H -3.928 3.010 2.607 0.086 0.077 0.172
H -2.099 2.298 -0.526 0.200 -0.025 -0.035
H -2.228 3.361 0.880 0.202 0.128 0.051
H -3.502 3.361 -0.326 -0.223 0.232 -0.115
C -3.090 0.786 -5.205 0.111 0.053 0.317
Te -2.996 1.765 -3.293 -0.013 0.540 -0.847
C -2.626 3.720 -4.114 -0.055 -0.241 0.090
H -4.041 1.011 -5.675 -0.154 0.152 0.051
H -3.012 -0.285 -5.062 0.013 -0.119 0.130
H -2.278 1.135 -5.833 0.104 0.119 0.023
H -2.542 3.652 -5.192 -0.019 -0.157 -0.092
H -1.702 4.105 -3.696 0.095 -0.070 0.160
H -3.443 4.382 -3.851 -0.179 -0.025 0.128
```
Positions in Å, forces in eV/Å.

=====

Q: Among the records above, which one has the lowest M?
A: C37H50IrN5OPSSiTe